The following is a quantum chemistry calculation of 7 unconnected molecules or ions with the total composition C26H71N5O8, from the OMol25 dataset.

Energy above the lowest of the compared OMol25 structures with the same formula, charge and spin, kcal per mole: 101.1
Highest occupied orbital energy, eV: -8.493
E_tot, eV: -51934.8741
SMILES: COC[C@H](C)N.COC[C@H](C)N.COC[C@H](C)N.COC[C@H](C)N.COCCNCCOC.CCO.CCO
HOMO-LUMO gap, Ha: 0.3313

The geometry in ORCA input format:
```
! wB97M-V def2-TZVPD RIJCOSX def2/J DEFGRID3
* xyz 0 1
C 5.9763 -0.0978 2.7019
C 4.5379 -0.5977 3.0988
O 4.5806 -0.7642 4.5254
H 5.9483 0.2285 1.6622
H 6.6457 -0.9337 2.9052
H 6.1939 0.7382 3.3666
H 4.0561 -1.3927 2.5297
H 3.8000 0.1739 2.8793
H 5.0094 -1.6101 4.6743
C 4.9550 -1.3948 -4.5544
C 3.7452 -1.1303 -5.4247
O 2.9052 -0.2188 -4.7402
H 5.6665 -1.9277 -5.1853
H 4.8259 -2.1083 -3.7405
H 5.4787 -0.5267 -4.1542
H 3.2494 -2.0806 -5.6227
H 3.9607 -0.7353 -6.4175
H 2.4761 -0.8157 -4.1228
C 0.5160 1.7700 2.2109
O -0.7176 1.6936 1.4660
C -1.4622 2.9878 1.4665
C -3.0046 3.2192 1.0457
N -3.1755 3.0096 -0.4596
C -4.6471 3.0663 -0.7739
C -5.5570 1.9588 -0.1193
O -6.2395 2.3347 1.0909
C -6.9753 1.3305 1.7562
H 1.0961 0.8581 2.0700
H 0.1743 1.9368 3.2324
H 0.9673 2.7207 1.9269
H -0.8473 3.6811 0.8927
H -1.5726 3.4276 2.4576
H -3.3301 4.2004 1.3911
H -3.6470 2.5554 1.6242
H -2.8168 2.2612 -1.0352
H -4.8220 3.0059 -1.8480
H -5.0545 4.0561 -0.5680
H -4.9439 1.0610 -0.0404
H -6.2566 1.5275 -0.8353
H -6.3689 0.4593 2.0039
H -7.6913 1.1441 0.9557
H -7.4543 1.5642 2.7070
C -1.8741 -0.5029 4.4817
C -2.6518 -1.0259 3.2410
C -4.1600 -1.2787 3.5221
O -4.1449 -2.2019 4.6567
C -5.4726 -2.5300 5.1219
N -2.6795 -0.0534 2.0916
H -2.3237 0.4438 4.7814
H -0.8649 -0.2097 4.1925
H -2.0375 -1.1735 5.3253
H -2.2623 -1.9984 2.9398
H -4.5271 -1.7798 2.6264
H -4.8141 -0.4199 3.6728
H -5.2768 -3.3838 5.7705
H -6.2164 -2.8163 4.3783
H -5.8474 -1.6589 5.6594
H -3.4115 0.6328 2.2076
H -1.8198 0.4498 1.9246
C 0.1872 -2.8865 -4.4808
C -0.2903 -4.2724 -3.9317
C -1.8589 -4.4430 -3.8163
O -2.5593 -3.8779 -4.9444
C -3.8239 -3.3822 -4.6683
N 0.3532 -5.3400 -4.6530
H -0.5204 -2.5861 -5.2536
H 1.1488 -2.8821 -4.9941
H 0.1501 -2.1593 -3.6698
H 0.1130 -4.3621 -2.9231
H -2.0046 -3.9936 -2.8341
H -1.8808 -5.5088 -3.5887
H -3.8425 -2.6644 -3.8483
H -4.4283 -4.2375 -4.3661
H -4.2545 -3.0384 -5.6087
H 1.3529 -5.4842 -4.6561
H 0.0804 -5.4778 -5.6157
C 0.8258 -3.2488 0.8371
C 0.7762 -2.0317 -0.1756
C 1.9670 -1.9113 -1.0714
O 3.1401 -1.5337 -0.3727
C 3.1129 -0.0731 -0.2219
N -0.4903 -2.0819 -0.9727
H -0.0472 -3.1984 1.4878
H 1.8208 -3.2067 1.2802
H 0.5857 -4.1564 0.2832
H 0.6874 -1.1541 0.4647
H 1.8422 -1.2412 -1.9220
H 2.3140 -2.8820 -1.4257
H 2.1470 0.4010 -0.0476
H 3.5512 0.1962 -1.1828
H 3.7420 0.2231 0.6175
H -0.6474 -1.0960 -1.1256
H -1.2910 -2.3013 -0.3974
C 1.8683 4.5880 -1.1083
C 3.1606 4.8048 -0.2555
C 3.7513 3.3734 0.0487
O 4.6705 3.3744 1.1453
C 4.2467 3.9398 2.4229
N 4.0790 5.6402 -1.0297
H 1.2954 3.7538 -0.7033
H 2.1227 4.2017 -2.0953
H 1.3922 5.5642 -1.2001
H 2.9053 5.2945 0.6843
H 4.2362 2.8308 -0.7629
H 3.0464 2.5670 0.2507
H 3.4167 3.5143 2.9869
H 4.1515 5.0192 2.3047
H 5.0784 4.0287 3.1218
H 3.7990 6.6055 -0.9305
H 5.0244 5.6622 -0.6750
*
```